No. 1
44
Properties=species:S:1:pos:R:3 method="wB97M-V/def2-TZVPD" charge=+1 lumo_energy_ev="-2.73 / -5.39" spin_multiplicity=6 e_homo_ha="-0.3906 / -0.4272" de_lowest_kj_mol=37.0 gap_ev="7.903 / 6.240"
Ru -0.0369 -0.1774 -0.4221
N 2.3195 -0.0370 -0.8937
C 3.0355 0.6914 0.1912
C 3.3165 -0.1953 1.3936
C 2.0903 -0.8365 2.0444
C 1.0785 0.1638 2.6163
N -0.2240 0.1338 1.8954
H 2.8001 -0.9131 -1.0795
H 2.3801 0.5058 -1.7502
H 2.4158 1.5420 0.4791
H 3.9764 1.1006 -0.1797
H 3.8374 0.4254 2.1274
H 4.0236 -0.9818 1.1142
H 2.4271 -1.5193 2.8248
H 1.5784 -1.4737 1.3166
H 1.4555 1.1838 2.5302
H 0.9198 -0.0208 3.6787
H -0.7163 1.0075 2.0523
H -0.8257 -0.5881 2.2789
O -3.7471 0.3983 0.1498
C -2.8252 0.8453 -0.4877
O -1.9076 0.1088 -1.0829
C -2.6852 2.3413 -0.6704
C -3.8578 3.0706 -0.6546
C -3.8605 4.4504 -0.8444
C -2.6677 5.1389 -1.0401
C -1.4799 4.4415 -1.0398
C -1.4590 3.0390 -0.8469
S 0.1059 2.3534 -0.7768
H -4.7822 2.5318 -0.4966
H -4.7995 4.9883 -0.8430
H -2.6685 6.2100 -1.1885
H -0.5383 4.9554 -1.1786
Br 1.2444 -4.9764 -3.7363
C 0.5851 -4.3540 -2.0979
C 0.0178 -5.2180 -1.1776
C -0.4562 -4.6915 0.0127
C -0.3419 -3.3331 0.2373
N 0.2096 -2.4983 -0.6512
C 0.6589 -3.0054 -1.8036
H -0.0546 -6.2758 -1.3910
H -0.9144 -5.3269 0.7573
H -0.7100 -2.8914 1.1539
H 1.0822 -2.3131 -2.5211

No. 2
42
Properties=species:S:1:pos:R:3 method="wB97M-V/def2-TZVPD" charge=+1 lumo_energy_ev="-4.69 / -6.58" spin_multiplicity=2 e_homo_ha="-0.3748 / -0.3748" de_lowest_kj_mol=25.9 gap_ev="5.509 / 3.622"
Cu -24.4833 -11.5339 -23.2395
Cl -23.1368 -9.5151 -23.5535
N -19.8728 -7.8891 -24.1192
C -19.8036 -7.3881 -25.3724
C -18.5933 -6.6691 -25.4898
C -17.9852 -6.6468 -24.2588
C -18.8223 -7.4177 -23.4017
H -20.6768 -8.3867 -23.7672
H -20.5384 -7.6503 -26.1208
H -18.1908 -6.0967 -26.3104
H -17.0722 -6.1368 -24.0062
H -18.7500 -7.6864 -22.3546
N -20.4502 -10.0067 -21.5268
C -19.5131 -11.0266 -21.7189
C -18.4178 -10.6357 -21.0270
C -18.6978 -9.5003 -20.2693
C -19.9158 -9.0264 -20.7327
H -21.3763 -9.9816 -21.9207
H -19.7041 -11.9074 -22.3046
H -17.5017 -11.2099 -21.0705
H -18.0980 -9.0542 -19.4924
H -20.5281 -8.1755 -20.4749
N -22.5593 -5.4609 -27.3669
C -23.1386 -4.8843 -26.2816
C -23.8103 -5.9311 -25.6498
C -23.4842 -7.1312 -26.2846
C -22.6425 -6.8161 -27.3641
H -21.9752 -4.8783 -27.9479
H -23.1038 -3.8438 -26.0178
H -24.5240 -5.9310 -24.8386
H -23.8735 -8.1067 -26.0487
H -22.2327 -7.4470 -28.1335
N -23.5892 -7.2971 -20.9110
C -23.8048 -7.7909 -19.6454
C -24.2420 -6.7318 -18.8809
C -24.3665 -5.6271 -19.7566
C -23.9077 -5.9557 -20.9952
H -23.2102 -7.8159 -21.6859
H -23.6905 -8.8244 -19.3693
H -24.4468 -6.8551 -17.8302
H -24.8948 -4.7128 -19.5213
H -23.9310 -5.4310 -21.9323

No. 3
56
Properties=species:S:1:pos:R:3 method="wB97M-V/def2-TZVPD" lumo_energy_ev=0.46 smiles="CCOC(=O)C(F)(F)F.CCOC(=O)C(F)(F)F.CCOC(=O)C(F)(F)F.CCOC(=O)C(F)(F)F" e_homo_ha=-0.4132 de_lowest_kj_mol=265.5 gap_ev=11.706
C -3.6424 -4.3694 -2.3738
C -2.7871 -3.3179 -1.7127
O -3.7214 -2.5607 -0.8945
C -3.7146 -1.1996 -0.8218
O -2.7885 -0.4990 -1.2895
C -4.9005 -0.6800 0.0508
F -4.5785 -0.7520 1.3864
F -5.2254 0.5833 -0.3263
F -5.9760 -1.3932 -0.0771
H -3.0898 -4.7487 -3.2334
H -4.6283 -4.0640 -2.7242
H -3.9403 -5.1865 -1.7166
H -2.3856 -2.5883 -2.4160
H -2.0739 -3.7793 -1.0296
C 2.3825 4.1986 -5.3045
C 2.5539 2.6839 -5.0975
O 1.3738 2.2773 -4.3627
C 1.4023 2.2430 -3.0054
O 2.3808 2.6335 -2.3477
C 0.0957 1.6668 -2.3476
F -0.7788 1.0693 -3.1974
F 0.4327 0.8737 -1.3413
F -0.6429 2.6480 -1.8002
H 2.0619 4.6435 -4.3625
H 1.4851 4.3464 -5.9054
H 3.2214 4.7165 -5.7694
H 3.3643 2.4695 -4.4007
H 2.6333 2.1131 -6.0227
C -0.7207 2.1544 1.9697
C -0.2282 3.1984 2.9107
O 0.6773 2.6737 3.8835
C 0.1123 2.2837 5.0667
O -1.1222 2.2264 5.2897
C 1.1381 2.0623 6.2107
F 2.4183 2.1757 5.7944
F 0.8783 2.7982 7.2978
F 0.9110 0.7545 6.5869
H -1.6142 2.4478 1.4186
H -0.8342 1.2424 2.5557
H 0.0599 2.0200 1.2210
H -1.1456 3.6459 3.2934
H 0.3780 4.0015 2.4918
C 0.1454 -1.8575 0.5185
C 1.5801 -1.8592 0.4708
O 2.2352 -2.6015 1.4679
C 3.5700 -2.9811 1.4021
O 4.2967 -2.5568 0.5241
C 3.9382 -4.0656 2.4106
F 5.0159 -3.6769 3.1051
F 2.8699 -4.2036 3.1825
F 4.2139 -5.2784 1.8066
H -0.2752 -2.8624 0.4823
H -0.3942 -1.3354 -0.2717
H -0.3658 -1.2823 1.2905
H 1.9340 -0.8315 0.5523
H 1.8139 -2.3206 -0.4886

No. 4
42
Properties=species:S:1:pos:R:3 method="wB97M-V/def2-TZVPD" lumo_energy_ev=0.32 smiles=Fc1ccccc1.CC#N.CC#N.CC#N.CC#N.CC#N e_homo_ha=-0.3500 de_lowest_kj_mol=135.1 gap_ev=9.846
F 0.6458 2.2050 3.0762
C 1.1033 1.5313 1.9382
C 0.6392 1.9130 0.6634
C 1.1577 1.2827 -0.5204
C 2.2139 0.3726 -0.3150
C 2.6436 -0.0366 0.9031
C 2.1080 0.5518 2.0729
H -0.1455 2.6542 0.6279
H 0.7303 1.5343 -1.4798
H 2.5846 -0.0607 -1.2322
H 3.5119 -0.6788 0.8930
H 2.4867 0.3397 3.0618
C 2.1741 -1.0936 8.0221
C 3.5308 -0.4690 8.1205
N 4.5742 0.1188 8.2144
H 1.4599 -0.4578 8.5452
H 2.1514 -2.1307 8.3570
H 2.0651 -1.0953 6.9375
C -5.3133 1.0519 -3.9390
C -4.2871 1.8009 -3.3022
N -3.4451 2.3330 -2.7807
H -4.9525 0.6675 -4.8930
H -6.1873 1.6563 -4.1819
H -5.8538 0.3868 -3.2656
C -4.6712 1.2050 2.7792
C -5.6858 0.7830 1.7764
N -6.4840 0.4535 0.9902
H -3.9199 0.4276 2.9182
H -4.9656 1.5600 3.7668
H -4.2046 2.0662 2.3010
C 3.5125 -4.7813 -2.0205
C 4.8750 -4.2865 -1.6569
N 5.9259 -3.8621 -1.3736
H 3.2561 -5.6490 -1.4128
H 3.7121 -4.8908 -3.0865
H 2.8363 -3.9407 -1.8652
C 0.0968 1.5722 -6.4631
C -0.0301 0.1445 -6.5341
N -0.1970 -1.0123 -6.5477
H -0.7586 2.0691 -6.9206
H 1.0990 1.8872 -6.7537
H 0.0072 1.8772 -5.4205

No. 5
39
Properties=species:S:1:pos:R:3 method="wB97M-V/def2-TZVPD" charge=+1 lumo_energy_ev=-5.18 smiles="CN(C)c1ccc(N=C2C=CC(=[N+](C)C)C=C2)cc1" e_homo_ha=-0.3683 de_lowest_kj_mol=53.0 gap_ev=4.842
N -1.8900 0.3386 0.3221
C -1.0641 1.3527 0.3354
C -1.6254 2.5802 0.8986
C 0.3122 1.3359 -0.2112
C -0.8637 3.7276 1.0546
C 1.0323 2.4911 -0.0403
C 0.5337 3.7263 0.5754
C -2.2222 -1.6725 -1.0083
C -0.4824 -1.5834 0.6900
C -1.8127 -2.9884 -1.3185
C -0.1371 -2.9134 0.4326
C -1.5274 -0.9610 -0.0459
C -0.7621 -3.6105 -0.6068
N -0.3029 -4.9019 -0.9536
N 1.3498 4.7656 0.7922
C -1.1801 -5.9318 -1.5882
C 1.0665 -5.3909 -0.6135
C 0.9266 5.9411 1.5764
C 2.7160 4.8067 0.2722
H -2.6688 2.6148 1.2797
H 0.7687 0.4725 -0.6751
H -1.3012 4.5777 1.5394
H 2.0625 2.4603 -0.4044
H -3.0921 -1.2519 -1.5375
H 0.0473 -1.0342 1.4826
H -2.3964 -3.5438 -2.0653
H 0.6532 -3.4129 0.9950
H -0.7926 -6.9383 -1.3583
H -2.1931 -5.8501 -1.2134
H -1.2118 -5.8076 -2.6570
H 1.1089 -5.8526 0.3516
H 1.4163 -6.1517 -1.3194
H 1.7830 -4.5758 -0.6753
H -0.0184 6.3172 1.1492
H 1.6927 6.7131 1.5100
H 0.7894 5.6829 2.6225
H 2.7448 4.8717 -0.8277
H 3.2821 5.6628 0.6495
H 3.2584 3.9336 0.5908

No. 6
43
Properties=species:S:1:pos:R:3 method="wB97M-V/def2-TZVPD" lumo_energy_ev=0.58 smiles="CC(C)Cc1nnc(NC(=O)CCC(=O)Nc2ccccc2)s1" e_homo_ha=-0.3129 de_lowest_kj_mol=127.4 gap_ev=9.098
C -6.9102 -1.7169 0.3760
H -7.1383 -2.4099 1.1818
H -7.0797 -2.2260 -0.5708
H -7.5979 -0.8768 0.4434
C -5.4622 -1.2459 0.4777
C -4.5065 -2.4341 0.4315
H -3.4781 -2.0983 0.5322
H -4.7210 -3.1228 1.2446
H -4.6093 -2.9714 -0.5096
H -5.3187 -0.7180 1.4243
C -5.1559 -0.2647 -0.6614
C -3.8439 0.4041 -0.4991
N -3.2302 0.5911 0.6062
N -2.0798 1.2455 0.5134
C -1.7668 1.5794 -0.6909
N -0.6654 2.2648 -1.0949
C 0.4786 2.6121 -0.3986
O 1.3245 3.2577 -0.9692
C 0.5721 2.1669 1.0363
H 0.0319 1.2306 1.1654
H 0.0969 2.9206 1.6664
C 2.0433 1.9949 1.3997
H 2.1488 1.7064 2.4470
C 2.6498 0.9136 0.5087
O 1.9864 0.2574 -0.2619
N 3.9916 0.7828 0.6953
C 4.8947 -0.0804 0.0634
C 6.2342 -0.0034 0.4404
C 7.1730 -0.8306 -0.1446
C 6.7890 -1.7440 -1.1122
C 5.4589 -1.8209 -1.4880
C 4.5100 -0.9983 -0.9084
H 3.4764 -1.0592 -1.2032
H 5.1521 -2.5298 -2.2426
H 7.5230 -2.3899 -1.5697
H 8.2079 -0.7606 0.1564
H 6.5372 0.7099 1.1951
H 4.4182 1.4101 1.3639
H 2.5787 2.9313 1.2307
H -0.6341 2.5200 -2.0756
S -2.9724 1.0778 -1.8841
H -5.1770 -0.7855 -1.6220
H -5.9297 0.5100 -0.6926

No. 7
45
Properties=species:S:1:pos:R:3 method="wB97M-V/def2-TZVPD" lumo_energy_ev=0.37 e_homo_ha=-0.2710 de_lowest_kj_mol=68.6 gap_ev=7.741
Sr 0.3561 -0.0661 -0.0480
O 1.0171 -0.8921 -2.2756
N 1.8581 -1.9525 -2.2410
C 2.8619 -1.9035 -3.1798
C 3.6768 -3.0048 -3.4473
C 3.6199 -4.0081 -2.4743
C 2.7354 -3.9211 -1.4420
C 1.7372 -2.9827 -1.2914
S 0.4869 -3.3033 -0.1369
H 2.7313 -0.9902 -3.7859
H 4.3500 -3.1705 -4.3235
H 4.2263 -4.8944 -2.3739
H 2.8108 -4.6422 -0.6392
O 1.8488 0.2433 1.5988
N 2.6059 1.3235 1.9965
C 3.3848 1.1611 3.1324
C 4.1039 2.2218 3.6572
C 3.8191 3.4806 3.1094
C 3.0135 3.6462 1.9705
C 2.4481 2.4926 1.3075
S 1.3582 2.7874 -0.0738
H 3.6754 0.1657 3.3510
H 4.8302 2.0409 4.4865
H 4.3314 4.3468 3.5670
H 2.7941 4.6603 1.6053
C -2.9642 -0.6166 1.0248
C -4.4416 -0.1148 1.0493
N -4.8205 0.5803 -0.2090
C -4.3223 -0.2784 -1.2634
C -2.7311 -0.2874 -1.2836
N -2.1573 0.1921 0.0380
C -2.6342 1.6854 0.1255
C -4.1199 1.8451 -0.2996
H -2.9011 -1.6842 0.7950
H -2.5783 -0.6080 2.0892
H -4.6526 0.5440 1.8970
H -5.0949 -0.9596 1.1727
H -4.7147 -0.0139 -2.2164
H -4.7428 -1.2910 -1.1084
H -2.3428 0.3430 -2.1426
H -2.2653 -1.2829 -1.3977
H -1.9643 2.3024 -0.4623
H -2.4197 1.9344 1.1906
H -4.1676 2.2577 -1.3115
H -4.6462 2.6137 0.2630

No. 8
44
Properties=species:S:1:pos:R:3 method="wB97M-V/def2-TZVPD" lumo_energy_ev=0.49 smiles="CCOC(=O)CSc1nnc(CNC(=O)c2cccc(C)c2)n1C" e_homo_ha=-0.3152 de_lowest_kj_mol=95.4 gap_ev=9.071
C -3.5300 -3.1361 -2.2821
C -2.5878 -2.4988 -1.2723
H -1.7091 -2.0731 -1.7611
H -2.2786 -3.2324 -0.5214
O -3.2082 -1.3965 -0.6056
C -3.9786 -1.6721 0.4374
O -4.2180 -2.7735 0.8525
C -4.5342 -0.4208 1.0928
H -4.0754 -0.3138 2.0772
H -5.6151 -0.5098 1.1994
S -4.2049 1.0925 0.1590
C -2.5007 1.2003 0.4727
N -1.8394 0.5087 1.3593
N -0.5524 0.8842 1.2803
C -0.4441 1.7968 0.3565
N -1.6673 2.0448 -0.2052
C -1.9995 2.9631 -1.2545
H -1.3038 2.8425 -2.0862
H -3.0130 2.7536 -1.5939
H -1.9482 3.9922 -0.8928
C 0.8251 2.4721 -0.0299
N 1.9533 1.6706 0.3704
C 2.7372 1.0577 -0.5555
O 2.6906 1.3442 -1.7373
C 3.6928 0.0628 0.0048
C 4.9533 -0.0385 -0.5731
C 5.8830 -0.9558 -0.1073
C 5.5222 -1.7908 0.9445
C 4.2608 -1.7150 1.5084
C 3.3414 -0.7898 1.0469
H 2.3486 -0.7611 1.4730
H 3.9900 -2.3848 2.3114
H 6.2334 -2.5146 1.3164
C 7.2517 -1.0357 -0.7110
H 7.9571 -0.4615 -0.1094
H 7.2548 -0.6277 -1.7184
H 7.6009 -2.0655 -0.7437
H 5.1950 0.6175 -1.3966
H 1.9221 1.3115 1.3119
H 0.8777 3.4647 0.4384
H 0.8883 2.5930 -1.1172
H -3.0078 -3.9233 -2.8178
H -3.8795 -2.3924 -2.9945
H -4.3869 -3.5672 -1.7701